Molecular formula: C3H6N4
Method: DFT, wB97M-V/def2-TZVPD

Computed properties:
Kohn-Sham gap: 0.3709 Eh
E: -336.8463 Eh
SMILES string: CN=C=N.N=C=N
relative energy (zero: lowest compared OMol25 entry of this formula, charge and spin): 270.4 kJ/mol

Each atom is followed by the atoms it is bonded to, with distances in Å.
Element x y z (Å)
1 N 0.392 -0.398 0.162  C5 1.509, C7 1.233
2 N -1.525 1.560 1.034  C6 1.230, H10 0.987
3 N -0.367 -2.179 1.535  C7 1.163, H12 1.003
4 N 0.182 2.409 -0.429  C6 1.213, H9 0.943
5 C 0.650 -0.575 -1.314  N1 1.509, H8 1.060, H11 1.169, H13 1.072
6 C -0.541 1.811 0.341  N2 1.230, N4 1.213
7 C 0.080 -1.422 0.773  N1 1.233, N3 1.163
8 H 1.622 -0.996 -1.349  C5 1.060
9 H 0.918 2.990 -0.521  N4 0.943
10 H -1.849 0.684 1.355  N2 0.987
11 H 0.537 0.426 -1.907  C5 1.169
12 H -0.054 -3.008 2.005  N3 1.003
13 H -0.045 -1.302 -1.685  C5 1.072